This record from the Open Molecules 2025 dataset describes the ion C6H7N2O2 with charge +1 in a non-equilibrium geometry. The level of theory is wB97M-V/def2-TZVPD.

For the HOMO-LUMO gap, the calculation gives 8.44 eV. The energy relative to the best compared isomer or geometry (same formula, charge and spin) is 161.25 kcal/mol. The HOMO energy is -12.366 eV. The calculation puts the strongest force on any atom at 6.965 eV/Å. Its total charge is +1. The calculation puts the calculated total energy at -492.3364 a.u.

Last columns: bonded neighbours and bond lengths (Å).
Positions of all 17 atoms, in Å:
1 C 0.7149 -1.6968 -2.4958  C2 1.372, C3 1.435, H11 1.061
2 C 1.7990 -0.9107 -2.7949  C1 1.372, O9 1.427, H12 1.072
3 C 0.1772 -1.1225 -1.2959  C1 1.435, C4 1.347, O10 1.332
4 C 1.0316 -0.1408 -0.9495  C3 1.347, O9 1.288
5 C -0.1090 0.2113 0.7956  C6 1.432, N7 1.245
6 C -0.0647 1.1758 1.8530  C5 1.432, N8 1.547, H13 1.102, H14 1.115
7 N -1.0320 -0.5877 0.5494  C5 1.245, O10 1.343
8 N -1.5512 1.1956 2.2790  C6 1.547, H15 1.059, H16 0.972, H17 0.974
9 O 2.0208 0.0399 -1.7541  C2 1.427, C4 1.288
10 O -0.9144 -1.3320 -0.5627  C3 1.332, N7 1.343
11 H 0.2370 -2.2716 -3.2489  C1 1.061
12 H 2.6622 -0.8803 -3.4306  C2 1.072
13 H 0.5286 0.8723 2.7306  C6 1.102
14 H 0.1055 2.2319 1.5386  C6 1.115
15 H -2.0978 1.5816 1.4586  N8 1.059
16 H -1.6868 1.3574 3.2283  N8 0.972
17 H -1.8207 0.2767 2.0993  N8 0.974